A molecular structure, C37H24CaCl2N5O6PS2. Source: the Open Molecules 2025 dataset; level of theory: the ωB97M-V functional and the def2-TZVPD basis.

Geometry (Å):
Ca 0.48 0.84 -0.63
Cl -0.54 -5.14 -4.27
Cl -3.53 -4.04 -3.81
S 2.35 -1.87 4.22
S -0.06 -0.80 1.99
P 0.46 -1.80 3.62
O -3.74 0.12 -1.07
O 2.98 -2.34 -2.13
O 0.72 4.02 -1.72
O 0.69 1.89 -2.42
O 0.99 4.10 -8.94
O 1.08 6.14 -8.25
N 1.10 -1.10 -1.47
N 2.76 0.64 -0.15
N -1.16 2.08 0.46
N -1.42 -0.17 -1.10
N 1.01 4.94 -8.06
C -0.32 -1.71 6.32
C 0.72 3.15 -2.59
C 3.57 1.48 0.51
C 5.50 0.24 -0.11
C -2.12 3.92 1.64
C -1.04 3.18 1.21
C -2.43 0.04 5.93
C -2.14 -3.22 -3.14
C 0.77 2.69 -5.08
C 3.30 -0.41 -0.79
C -1.42 -3.92 3.75
C 0.94 5.41 -5.64
C 2.39 -1.41 -1.56
C 0.05 -1.85 -2.05
C 0.92 4.47 -6.65
C -3.53 2.39 0.47
C -1.03 -6.11 2.83
C -1.65 -0.37 4.85
C -0.15 -3.52 3.38
C -2.57 0.41 -0.78
C 0.84 3.11 -6.40
C -2.39 1.68 0.09
C 0.68 -4.43 2.71
C -2.35 -2.06 -2.40
C -2.16 -0.44 7.21
C -0.59 -1.25 5.04
C -1.10 -1.32 7.40
C -1.86 -5.22 3.49
C 0.23 -3.01 -2.80
C -1.28 -1.35 -1.85
C -0.86 -3.69 -3.34
C 4.94 1.32 0.56
C -3.39 3.51 1.26
C 4.67 -0.63 -0.80
C 0.24 -5.71 2.44
C 0.86 4.97 -4.33
C 0.78 3.61 -4.04
H 1.67 -4.11 2.42
H 1.23 -3.38 -2.95
H -1.85 0.00 3.85
H 0.87 5.66 -3.50
H 6.57 0.07 -0.10
H -3.25 0.73 5.77
H 5.03 -1.50 -1.33
H -2.08 -3.22 4.25
H -2.86 -5.52 3.79
H -1.38 -7.12 2.61
H -4.48 2.01 0.14
H -1.96 4.80 2.25
H 0.83 2.42 -7.23
H 0.89 -6.40 1.91
H -0.87 -1.69 8.39
H 0.70 1.63 -4.84
H -2.77 -0.12 8.05
H -3.35 -1.69 -2.24
H 0.53 -2.38 6.47
H 5.55 2.02 1.11
H -0.03 3.47 1.47
H 3.10 2.31 1.02
H -4.26 4.07 1.57
H 1.01 6.46 -5.88

* energy above the lowest of the compared OMol25 structures with the same formula, charge and spin: 11.8 kcal/mol
* total charge: -2
* HOMO level: -2.428 eV
* spin multiplicity: 1

=====

A molecular structure, C37H25AsF5O2PtSeTe. Source: the Open Molecules 2025 dataset; level of theory: the ωB97M-V functional and the def2-TZVPD basis.

Geometry (Å):
Pt -2.14 0.27 -0.78
Te -3.54 2.41 -0.80
Se -2.40 -1.79 -1.98
As 1.39 0.12 0.07
F -0.85 -1.62 0.70
F -0.85 -6.20 1.85
F -3.11 -4.72 -2.04
F -2.46 -6.72 -0.29
F 0.00 -3.62 2.29
O -1.15 1.10 1.07
O -1.44 3.31 0.97
C 2.49 3.91 -1.41
C 1.27 -3.25 -3.29
C -1.23 -2.88 0.42
C 1.46 4.23 -2.29
C 4.24 -0.02 -0.77
C 1.53 1.29 4.11
C -7.37 0.98 0.76
C 2.33 2.42 4.22
C 1.02 -0.93 -2.74
C 0.40 2.15 -1.76
C 3.35 -0.02 0.29
C 0.22 2.39 2.42
C 1.59 -3.52 -1.97
C 1.34 -1.18 -1.42
C 1.44 1.80 -0.92
C -5.56 0.09 -1.13
C 2.47 2.71 -0.73
C 5.20 -0.04 1.83
C -6.20 1.68 0.54
C 1.63 -2.49 -1.05
C -7.64 -0.17 0.03
C 0.41 3.35 -2.45
C 1.00 3.53 2.55
C -2.39 -4.44 -0.94
C -1.23 -5.20 1.03
C -1.99 -3.11 -0.73
C -6.72 -0.61 -0.91
C 0.97 -1.96 -3.67
C 0.48 1.28 3.21
C -2.05 -5.46 -0.07
C -0.89 2.29 1.39
C 6.09 -0.02 0.77
C -5.29 1.26 -0.42
C 2.06 3.54 3.45
C 5.61 -0.02 -0.53
C -0.82 -3.89 1.27
C 3.84 -0.04 1.58
H 3.17 2.42 4.90
H 3.14 -0.06 2.41
H -5.98 2.57 1.12
H 1.49 5.16 -2.84
H 6.30 -0.01 -1.37
H 0.79 4.40 1.94
H 2.66 4.43 3.57
H 0.79 0.08 -3.07
H 1.82 -4.53 -1.66
H 0.69 -1.74 -4.69
H 1.89 -2.69 -0.01
H 3.27 2.49 -0.03
H -0.47 1.48 -1.84
H -0.15 0.41 3.12
H 1.72 0.43 4.74
H -8.56 -0.71 0.20
H -6.91 -1.52 -1.47
H 1.24 -4.05 -4.02
H 5.57 -0.05 2.85
H -4.84 -0.26 -1.87
H -0.41 3.59 -3.11
H -8.06 1.34 1.51
H 3.87 -0.01 -1.79
H 7.16 0.00 0.95
H 3.30 4.61 -1.26

* expectation value of S²: 2.0152
* energy above the lowest of the compared OMol25 structures with the same formula, charge and spin: 37.1 kcal/mol
* total charge: -1
* HOMO level (spin up / spin down): -4.351 / -4.678 eV
* spin multiplicity: 3

=====

A molecular structure, C37H25N5O3W. Source: the Open Molecules 2025 dataset; level of theory: the ωB97M-V functional and the def2-TZVPD basis.

Geometry (Å):
W 0.86 0.74 0.51
O 5.42 -0.45 -2.17
O 0.69 2.55 1.47
O 1.90 -0.99 0.04
N 0.38 -0.54 2.19
N 3.42 0.46 -0.85
N -1.39 0.77 0.58
N -7.03 -5.61 3.49
N 2.70 1.42 -0.10
C -3.59 0.47 1.01
C -6.19 -4.87 3.23
C -3.98 -2.54 1.34
C -1.10 2.74 -4.35
C 3.97 -4.27 -1.52
C -4.22 -3.55 3.91
C 2.98 -0.74 -0.66
C 4.93 -1.68 -1.95
C 1.80 6.04 -0.46
C -0.16 -2.36 3.39
C 1.49 -0.96 2.86
C 3.28 -3.18 -1.01
C 1.19 -2.07 3.63
C -1.95 0.56 -3.82
C -1.14 0.51 -2.71
C -1.94 1.68 -4.66
C -0.28 2.69 -3.24
C -4.99 -3.42 1.63
C 1.67 3.62 -0.43
C -0.65 -1.39 2.51
C -3.45 1.67 0.33
C 1.90 2.26 -1.06
C -3.20 -2.68 3.61
C 5.62 -2.78 -2.45
C 2.01 4.80 -1.07
C -3.03 -2.14 2.31
C -2.30 -0.08 1.17
C 3.74 -1.88 -1.22
C -0.27 1.57 -2.39
C -2.08 1.81 0.09
C 1.24 6.07 0.81
C 0.88 4.90 1.46
C 5.14 -4.07 -2.24
C 0.57 1.48 -1.23
C 1.08 3.65 0.85
C -1.97 -1.22 1.98
C -5.14 -3.95 2.92
H 2.08 6.95 -0.97
H -1.15 -0.36 -2.06
H -0.71 -3.20 3.79
H 2.44 -0.47 2.73
H 2.37 -3.31 -0.45
H -5.68 -3.73 0.85
H 2.46 4.75 -2.05
H 2.46 2.34 -1.99
H -2.55 -2.35 4.40
H 0.43 4.92 2.44
H 4.78 0.19 -1.71
H -1.09 3.62 -4.99
H -2.61 -0.27 -4.05
H -2.59 1.72 -5.53
H -4.34 -3.92 4.92
H 3.60 -5.28 -1.35
H -4.22 2.37 0.04
H 1.88 -2.62 4.26
H -3.88 -2.15 0.34
H 0.36 3.53 -3.00
H -1.58 2.63 -0.41
H 5.69 -4.91 -2.64
H 1.06 7.03 1.30
H 6.53 -2.60 -3.01
H -4.51 0.05 1.41

* expectation value of S²: 2.0519
* energy above the lowest of the compared OMol25 structures with the same formula, charge and spin: 13.7 kcal/mol
* total charge: -2
* HOMO level (spin up / spin down): -0.498 / -1.856 eV
* spin multiplicity: 3

=====

A molecular structure, C37H26Cl2N10RuS2. Source: the Open Molecules 2025 dataset; level of theory: the ωB97M-V functional and the def2-TZVPD basis.

Geometry (Å):
Ru -0.31 0.27 0.51
Cl -0.42 -1.71 -2.74
Cl -2.30 -3.88 -3.36
S 0.98 -1.90 1.37
S -2.16 -2.65 0.39
N 0.92 -3.82 -0.39
N 0.63 0.96 -1.21
N 2.92 1.09 -0.43
N 1.44 1.01 1.47
N -1.97 1.00 -0.34
N 2.43 -2.06 -0.84
N -1.32 1.56 -2.55
N -1.17 0.44 2.32
N -3.43 0.27 1.55
N 0.69 0.90 3.75
C -1.64 0.93 4.51
C 1.49 -2.65 -0.09
C -0.59 0.75 3.48
C -1.61 -2.35 -3.90
C 2.18 2.01 -2.57
C 3.05 0.96 3.10
C -2.90 0.00 0.22
C 1.93 1.28 -1.33
C 0.94 2.21 -3.16
C -3.98 1.21 5.93
C -5.30 -0.40 -3.23
C -4.06 0.91 4.57
C 0.80 2.93 -4.33
C -5.77 -1.05 -2.08
C -5.08 -0.97 -0.88
C -4.14 0.36 -3.20
C 1.96 3.45 -4.91
C 2.67 1.01 0.85
C -1.81 -1.08 0.29
C 1.04 -4.66 -1.58
C 3.33 2.53 -3.13
C -3.92 -0.22 -0.85
C 5.80 0.99 3.00
C -2.57 0.47 2.46
C -2.19 1.07 -1.63
C 5.13 0.98 4.23
C -0.05 1.57 -2.29
C 3.74 0.97 4.30
C -2.87 0.77 3.88
C 3.03 -2.46 -2.11
C 5.10 0.98 1.80
C 3.21 3.24 -4.31
C 1.61 0.96 2.79
C 3.72 0.97 1.88
C -2.75 1.35 6.56
C -1.56 1.22 5.86
C -3.46 0.44 -1.99
H 4.29 2.38 -2.65
H 1.89 4.02 -5.82
H 2.03 -5.09 -1.67
H 0.13 -4.00 0.21
H 3.84 -1.76 -2.30
H 2.71 -1.16 -0.48
H -0.59 1.33 6.34
H -3.77 0.87 -4.08
H 3.45 -3.45 -2.06
H -5.01 0.80 4.06
H -0.17 3.09 -4.78
H -5.86 -0.48 -4.15
H 2.32 -2.40 -2.93
H 0.33 -5.48 -1.46
H 5.71 1.00 5.14
H 5.60 0.99 0.85
H 6.88 1.00 2.99
H 4.09 3.67 -4.78
H -6.68 -1.63 -2.14
H 3.22 0.97 5.24
H -2.41 -1.62 -3.98
H -4.89 1.33 6.50
H -5.43 -1.48 0.01
H -2.73 1.58 7.62
H 0.78 -4.12 -2.48
H -1.11 -2.50 -4.85

* energy above the lowest of the compared OMol25 structures with the same formula, charge and spin: 34.8 kcal/mol
* total charge: 0
* HOMO level (spin up / spin down): -6.217 / -6.220 eV
* spin multiplicity: 1

=====

A molecular structure, C37H27Br2N7O4SYb. Source: the Open Molecules 2025 dataset; level of theory: the ωB97M-V functional and the def2-TZVPD basis.

Geometry (Å):
Yb 0.36 -1.09 0.72
Br -1.83 8.67 -0.09
Br 0.27 -3.08 -1.69
S 4.92 0.09 -0.78
O -1.53 0.83 3.72
O 1.74 -2.97 4.47
O -0.47 0.36 1.82
O 0.39 0.15 -1.30
N -0.72 -3.41 0.85
N -4.50 2.68 -2.20
N 2.39 -2.95 0.88
N 2.53 -0.05 0.31
N 0.79 -1.76 2.77
N -1.90 -0.90 -0.28
N -4.72 3.91 -2.44
C 5.77 0.65 1.83
C -3.32 7.25 -2.08
C 3.38 -0.72 -3.24
C -2.00 0.24 -1.01
C 3.15 -0.14 -0.87
C 2.57 -0.33 -2.15
C 0.68 -0.32 -3.66
C 4.76 0.35 0.93
C -2.87 6.00 -0.06
C -0.89 1.99 -2.29
C -4.01 4.94 -1.92
C -0.87 -6.23 0.79
C -3.95 6.16 -2.62
C -3.25 0.89 -1.25
C 1.49 -0.72 -4.70
C -0.79 0.14 3.04
C 2.74 -3.09 2.30
C -2.77 7.17 -0.81
C -0.41 -5.52 -0.32
C 3.09 0.42 2.66
C -0.12 -1.11 3.69
C -3.29 2.14 -1.96
C 1.66 -2.60 3.30
C 4.09 0.71 3.56
C -3.03 -1.41 0.22
C 5.42 0.84 3.15
C -2.07 2.65 -2.46
C 1.18 -0.14 -2.39
C -1.20 -4.12 1.89
C -4.40 0.30 -0.72
C 3.41 0.24 1.31
C 2.85 -0.92 -4.49
C -1.28 -5.49 1.91
C -4.29 -0.86 0.01
C -0.36 -4.15 -0.22
C -0.83 0.80 -1.57
C -3.48 4.90 -0.61
H -0.38 -0.18 -3.82
H -0.92 -7.30 0.77
H 3.00 -4.13 2.56
H -1.66 -5.99 2.79
H 2.05 0.35 2.97
H 3.62 -2.47 2.52
H 3.84 0.85 4.60
H 4.43 -0.89 -3.06
H 3.23 -2.75 0.34
H 3.49 -1.25 -5.29
H -2.93 -2.32 0.81
H 0.02 2.40 -2.70
H 6.79 0.73 1.49
H -5.16 -1.35 0.43
H 6.19 1.09 3.87
H 1.06 -0.90 -5.68
H -2.46 5.96 0.94
H -0.10 -6.00 -1.23
H 0.41 -0.79 4.60
H 2.06 -3.85 0.54
H -3.23 8.17 -2.64
H -5.36 0.78 -0.88
H -1.53 -3.53 2.74
H -2.10 3.57 -3.04
H -3.56 3.99 -0.03
H -4.38 6.21 -3.61
H -0.92 -1.78 4.03

* expectation value of S²: 0.7946
* energy above the lowest of the compared OMol25 structures with the same formula, charge and spin: 69.8 kcal/mol
* total charge: -1
* HOMO level (spin up / spin down): -2.954 / -3.054 eV
* spin multiplicity: 2

=====

A molecular structure, C37H28AuN3O7P2. Source: the Open Molecules 2025 dataset; level of theory: the ωB97M-V functional and the def2-TZVPD basis.

Geometry (Å):
Au 0.00 0.19 -0.10
P -1.45 2.15 0.27
P -1.54 -2.05 0.18
O 2.14 -0.31 -0.11
O 0.95 0.28 -4.17
O 4.82 0.97 1.09
O 0.15 0.41 -2.14
O 7.02 -0.16 -3.83
O 4.71 -1.18 1.14
O 5.48 -0.15 -5.33
N 5.86 -0.13 -4.17
N 4.65 -0.12 0.58
N -0.37 0.03 1.91
C 0.20 -2.79 -3.95
C -2.86 -4.54 -0.22
C -5.08 4.04 0.47
C -4.08 1.46 0.63
C 4.87 -0.07 -3.14
C 1.01 -3.14 -2.88
C -0.84 2.40 2.02
C -1.58 -2.27 -2.44
C -0.75 -2.59 -1.35
C -1.46 0.51 3.80
C -0.73 3.29 -0.91
C 0.52 4.36 -3.14
C -3.22 2.53 0.41
C -3.72 3.83 0.32
C 0.60 3.70 -0.83
C -1.43 3.43 -2.11
C 2.91 -0.14 -1.11
C -3.78 -3.02 1.41
C 1.11 0.24 -2.96
C 0.55 -3.03 -1.57
C -5.93 2.98 0.71
C -2.81 -3.33 0.46
C -4.84 -5.13 1.02
C 4.32 -0.11 -0.84
C 3.52 0.02 -3.45
C -3.88 -5.44 0.07
C -1.32 -0.87 3.73
C 2.54 0.02 -2.47
C -0.88 1.05 2.64
C 5.28 -0.09 -1.80
C -0.64 -1.14 2.52
C -5.44 1.68 0.78
C -1.11 -2.38 -3.73
C -0.81 3.97 -3.21
C 1.21 4.25 -1.94
C -0.44 -2.35 1.71
C -4.79 -3.92 1.69
H 1.17 3.58 0.08
H -3.92 -6.38 -0.45
H 1.21 -3.26 -0.75
H 6.33 -0.10 -1.56
H -2.45 3.08 -2.16
H -2.12 -4.78 -0.96
H -1.95 1.07 4.58
H -6.11 0.85 0.94
H -3.73 -2.07 1.93
H 2.02 -3.47 -3.06
H 0.59 -2.80 -4.95
H 1.01 4.73 -4.02
H -2.57 -1.90 -2.24
H -1.74 -2.09 -4.56
H 3.22 0.10 -4.49
H -1.65 -1.59 4.44
H -3.67 0.45 0.66
H -5.55 -3.68 2.43
H -5.63 -5.83 1.23
H -6.99 3.15 0.83
H 0.20 2.74 1.94
H -3.04 4.65 0.13
H -1.44 3.14 2.55
H 0.58 -2.38 1.31
H -0.70 -3.28 2.22
H -5.47 5.04 0.40
H -1.35 4.05 -4.15
H 2.24 4.56 -1.89

* energy above the lowest of the compared OMol25 structures with the same formula, charge and spin: 43.3 kcal/mol
* total charge: 0
* HOMO level: -7.923 eV
* spin multiplicity: 1

=====

> Which formula does entry 6 have?

C37H28AuN3O7P2

=====

> Which value of energy above the lowest of the compared OMol25 structures with the same formula, charge and spin does entry 1 give?

11.8 kcal/mol